Record 1
Density functional theory data (the ωB97M-V functional and the def2-TZVPD basis) for a 9-piece molecular cluster, C47H45N9O4 overall.

Positions of all 105 atoms, in Å:
O: 8.03 -1.35 -2.76
N: 7.08 -1.44 -1.99
O: 7.16 -1.31 -0.78
C: 5.81 -1.82 -2.56
C: 4.71 -2.00 -1.75
C: 3.47 -2.23 -2.31
C: 3.36 -2.35 -3.68
C: 4.48 -2.16 -4.50
C: 5.76 -1.86 -3.95
H: 4.73 -1.91 -0.67
H: 2.63 -2.29 -1.64
H: 2.36 -2.52 -4.13
H: 4.39 -2.20 -5.56
H: 6.64 -1.63 -4.53
O: -3.69 3.59 2.84
N: -3.10 2.76 2.15
O: -2.93 1.61 2.49
C: -2.36 3.26 0.95
C: -2.26 4.63 0.77
C: -1.58 5.02 -0.38
C: -1.01 4.15 -1.28
C: -1.14 2.75 -1.06
C: -1.84 2.31 0.09
H: -2.69 5.34 1.47
H: -1.43 6.07 -0.58
H: -0.35 4.52 -2.06
H: -0.82 2.05 -1.82
H: -2.04 1.28 0.35
C: 1.61 3.40 6.44
C: 2.04 3.21 5.09
C: 1.16 2.99 4.09
N: -0.15 2.89 4.28
C: -0.55 3.00 5.54
C: 0.25 3.25 6.64
H: 2.32 3.63 7.22
H: 3.07 3.29 4.81
H: 1.60 2.92 3.12
H: -1.64 2.92 5.64
H: -0.28 3.28 7.56
C: -4.27 -0.42 -0.70
C: -4.66 -1.67 -0.24
C: -4.13 -2.79 -0.83
N: -3.30 -2.73 -1.86
C: -2.87 -1.55 -2.30
C: -3.36 -0.39 -1.74
H: -4.66 0.46 -0.22
H: -5.50 -1.73 0.45
H: -4.44 -3.80 -0.59
H: -2.14 -1.49 -3.10
H: -2.93 0.57 -1.97
C: 4.77 1.57 -0.75
C: 5.21 1.06 0.46
C: 4.57 1.37 1.64
N: 3.60 2.31 1.68
C: 3.21 2.82 0.51
C: 3.72 2.48 -0.72
H: 5.22 1.29 -1.70
H: 6.07 0.43 0.44
H: 4.86 0.94 2.60
H: 2.38 3.51 0.64
H: 3.27 2.86 -1.64
C: 0.53 -5.74 -1.71
C: -0.65 -5.22 -2.13
C: -0.83 -4.80 -3.45
N: 0.10 -4.92 -4.36
C: 1.28 -5.46 -3.96
C: 1.53 -5.90 -2.67
H: 0.71 -6.05 -0.70
H: -1.45 -5.06 -1.41
H: -1.80 -4.32 -3.70
H: 2.05 -5.47 -4.72
H: 2.48 -6.34 -2.43
C: -6.36 -0.24 3.63
C: -7.39 -0.83 4.36
C: -7.10 -1.76 5.31
N: -5.86 -2.07 5.65
C: -4.85 -1.45 5.05
C: -5.07 -0.53 4.05
H: -6.54 0.55 2.93
H: -8.42 -0.55 4.18
H: -7.84 -2.36 5.84
H: -3.84 -1.62 5.42
H: -4.25 0.05 3.66
C: -0.60 -0.28 1.89
C: 0.70 0.15 1.62
C: 1.38 -0.48 0.56
N: 0.86 -1.50 -0.18
C: -0.35 -1.92 0.20
C: -1.13 -1.34 1.19
H: -1.11 0.20 2.71
H: 1.19 0.95 2.16
H: 2.39 -0.18 0.33
H: -0.78 -2.70 -0.48
H: -2.15 -1.65 1.39
C: 1.58 2.12 -3.95
C: 1.36 0.97 -3.21
C: 0.11 0.33 -3.24
N: -0.89 0.78 -4.02
C: -0.67 1.86 -4.76
C: 0.51 2.53 -4.68
H: 2.55 2.57 -3.96
H: 2.18 0.64 -2.57
H: -0.10 -0.54 -2.60
H: -1.45 2.11 -5.48
H: 0.62 3.31 -5.39

As for the SMILES: O=[N+]([O-])c1ccccc1.O=[N+]([O-])c1ccccc1.c1ccncc1.c1ccncc1.c1ccncc1.c1ccncc1.c1ccncc1.c1ccncc1.c1ccncc1. For the highest occupied orbital energy, the calculation gives -0.349 Eh. As for the net charge: 0.


Record 2
Density functional theory data (the ωB97M-V functional and the def2-TZVPD basis) for a 7-piece molecular cluster, H14O7 overall.

Positions of all 21 atoms, in Å:
O: 0.38 0.15 -0.01
H: 0.24 0.98 0.46
H: 0.75 0.45 -0.86
O: -1.42 -0.39 2.55
H: -0.62 0.11 2.25
H: -1.87 0.30 3.08
O: -2.25 -1.23 0.15
H: -1.58 -1.65 0.69
H: -1.81 -0.82 -0.52
O: 4.46 0.88 -0.43
H: 4.16 0.57 -1.28
H: 4.11 1.80 -0.32
O: -2.38 3.50 -0.65
H: -1.46 3.45 -0.93
H: -2.41 3.74 0.22
O: -1.85 -2.11 -1.84
H: -1.16 -2.83 -1.90
H: -2.66 -2.52 -1.78
O: 2.57 -1.20 0.61
H: 2.94 -1.99 0.59
H: 1.87 -1.19 -0.08

As for the SMILES: O.O.O.O.O.O.O. For the highest occupied orbital energy, the calculation gives -0.331 Eh. As for the net charge: 0.


Record 3
Density functional theory data (the ωB97M-V functional and the def2-TZVPD basis) for C26H20BBrN11OSSeW as an isolated structure.

Positions of all 63 atoms, in Å:
W: -0.30 -0.23 0.54
C: 3.24 -2.52 1.94
C: 2.49 -1.36 1.80
N: 1.29 -1.64 1.27
N: 1.26 -2.98 1.08
C: 2.42 -3.52 1.47
B: 0.01 -3.67 0.50
N: -0.23 -3.06 -0.90
C: -0.15 -3.64 -2.10
C: -0.25 -2.66 -3.07
C: -0.38 -1.48 -2.35
N: -0.37 -1.73 -1.03
N: -1.16 -3.24 1.38
C: -2.01 -3.98 2.10
C: -2.89 -3.13 2.74
C: -2.49 -1.86 2.35
N: -1.45 -1.93 1.52
H: 4.23 -2.61 2.35
H: 2.77 -0.35 2.06
H: 2.57 -4.59 1.39
H: 0.15 -4.85 0.44
H: -0.04 -4.71 -2.19
H: -0.24 -2.77 -4.14
H: -0.45 -0.47 -2.72
H: -1.93 -5.06 2.12
H: -3.68 -3.39 3.42
H: -2.91 -0.92 2.65
S: 4.32 5.51 -1.70
N: 4.46 3.92 -1.90
C: 3.40 3.37 -1.34
C: 3.11 1.95 -1.31
C: 3.94 0.99 -1.86
C: 3.53 -0.33 -1.79
C: 2.33 -0.64 -1.18
N: 1.52 0.26 -0.62
C: 1.91 1.57 -0.69
C: 1.03 2.51 -0.09
N: -0.08 2.01 0.50
C: -0.93 2.88 1.06
C: -0.73 4.24 1.08
C: 0.40 4.77 0.49
C: 1.29 3.90 -0.11
C: 2.51 4.32 -0.77
N: 2.91 5.56 -0.91
H: 4.86 1.28 -2.34
H: 4.13 -1.12 -2.20
H: 2.02 -1.67 -1.14
H: -1.80 2.46 1.54
H: -1.46 4.88 1.56
H: 0.60 5.83 0.48
O: -5.69 1.54 -0.07
C: -4.42 1.23 -0.37
C: -3.88 1.39 -1.65
C: -2.56 1.05 -1.86
N: -1.82 0.58 -0.86
C: -2.31 0.42 0.37
Br: -1.80 1.13 3.95
C: -3.61 0.75 0.66
H: -6.17 1.86 -0.83
H: -4.49 1.75 -2.47
H: -2.10 1.16 -2.83
H: -4.04 0.67 1.65
Se: 0.15 0.36 2.95

For the highest occupied orbital energy (alpha / beta), the calculation gives -0.350 / -0.350 Eh. As for the net charge: +1.


Going through the records in order, we get ΔE to the lowest compared entry with this formula, charge and spin values of 0.0 91.0 9.4 kcal per mole.
Going through the records in order, we get max |F| values of 0.052 0.105 0.023 Eh/bohr.